{"formula": "C12H12F6GaI2O5STi", "method": "ωB97M-V with the def2-TZVPD basis set", "symbols": ["I", "I", "Ti", "Ga", "S", "C", "C", "C", "C", "C", "C", "C", "C", "O", "O", "O", "O", "H", "H", "H", "H", "H", "H", "H", "H", "H", "C", "C", "O", "C", "F", "F", "F", "C", "F", "F", "F", "H", "H", "H"], "xyz": [[-1.80, -0.88, -3.80], [0.32, -2.51, -3.44], [0.17, -1.16, -0.60], [-0.49, 1.38, 0.47], [-0.09, 0.81, -1.68], [-0.18, 3.48, 0.86], [-1.52, 0.88, 2.03], [1.29, 2.02, -2.78], [1.97, 1.15, -3.81], [2.26, 2.61, -1.77], [0.35, 3.04, -3.40], [1.38, -0.97, 1.18], [1.37, 0.51, 1.10], [-2.06, 0.61, 3.02], [0.08, 4.56, 1.11], [1.76, -1.73, 2.04], [2.33, 1.20, 1.36], [2.64, 1.78, -4.42], [1.25, 0.67, -4.48], [2.57, 0.36, -3.35], [2.92, 3.34, -2.28], [2.90, 1.83, -1.33], [1.73, 3.13, -0.96], [0.93, 3.75, -4.01], [-0.20, 3.60, -2.64], [-0.37, 2.53, -4.06], [-1.89, -2.93, 2.38], [-1.97, -2.96, 0.87], [-1.20, -1.97, 0.17], [-1.47, -4.34, 0.36], [-2.12, -5.41, 0.88], [-1.52, -4.44, -0.99], [-0.15, -4.45, 0.72], [-3.44, -2.66, 0.40], [-4.38, -3.51, 0.91], [-3.76, -1.39, 0.82], [-3.55, -2.66, -0.94], [-0.85, -3.00, 2.68], [-2.45, -3.79, 2.77], [-2.32, -2.00, 2.76]], "lowdin_charge": [0.83, 0.69, 0.64, 0.41, 0.51, 0.14, 0.12, -0.58, -0.06, -0.04, -0.06, -0.24, -0.38, 0.35, 0.33, 0.25, 0.19, 0.16, 0.08, 0.10, 0.16, 0.11, 0.07, 0.15, 0.10, 0.10, 0.07, -0.31, -0.22, -0.49, 0.21, 0.13, 0.15, -0.48, 0.21, 0.13, 0.14, 0.11, 0.15, 0.09], "homo_lumo_gap_ev": [6.03, 4.31], "homo_ev": [-22.4, -22.2], "s_squared": 0.8203, "charge": 4, "multiplicity": 2}



{"formula": "C12H12FFeO6", "method": "ωB97M-V with the def2-TZVPD basis set", "symbols": ["Fe", "O", "C", "O", "C", "O", "C", "C", "O", "O", "H", "H", "H", "H", "H", "C", "C", "O", "H", "H", "H", "F", "C", "C", "C", "C", "C", "C", "H", "H", "H", "H"], "xyz": [[0.04, -0.24, 0.10], [-1.31, 1.17, -3.53], [-0.95, 0.98, -2.27], [-1.11, -0.07, -1.68], [-0.37, 2.22, -1.64], [0.10, 1.92, -0.34], [1.51, 2.20, -0.17], [2.35, 1.04, -0.72], [3.45, 1.28, -1.18], [1.79, -0.12, -0.61], [-1.68, 0.34, -3.87], [0.42, 2.60, -2.28], [-1.16, 2.97, -1.58], [1.78, 3.14, -0.65], [1.68, 2.29, 0.90], [0.61, 0.11, 3.24], [0.01, -0.18, 1.91], [-1.19, -0.05, 1.65], [0.03, -0.39, 4.01], [0.52, 1.19, 3.39], [1.65, -0.18, 3.29], [0.00, -6.28, 0.48], [0.02, -4.92, 0.42], [-1.17, -4.25, 0.22], [-1.13, -2.86, 0.15], [0.06, -2.16, 0.27], [1.24, -2.88, 0.47], [1.23, -4.27, 0.54], [-2.09, -4.81, 0.13], [-2.07, -2.33, 0.01], [2.18, -2.35, 0.55], [2.14, -4.84, 0.69]], "lowdin_charge": [0.59, 0.17, -0.44, 0.11, -0.07, -0.16, -0.07, -0.60, 0.08, -0.06, 0.15, 0.16, 0.16, 0.13, 0.14, -0.01, -0.35, 0.02, 0.09, 0.10, 0.08, 0.04, -0.30, -0.02, -0.09, -0.20, -0.08, -0.02, 0.11, 0.10, 0.10, 0.11], "homo_lumo_gap_ev": [8.44, 8.28], "homo_ev": [-8.3, -8.2], "s_squared": 0.8056, "charge": 0, "multiplicity": 2}



{"formula": "C12H12N2P", "method": "ωB97M-V with the def2-TZVPD basis set", "symbols": ["C", "C", "C", "C", "C", "C", "C", "C", "C", "C", "C", "C", "N", "N", "P", "H", "H", "H", "H", "H", "H", "H", "H", "H", "H", "H", "H"], "xyz": [[1.98, -1.29, 3.58], [2.22, -2.26, 2.64], [1.13, -0.24, 3.28], [1.60, -2.30, 1.36], [0.47, -0.17, 2.03], [0.77, -1.18, 1.10], [-1.39, 0.19, -3.94], [0.18, -1.84, -1.20], [-1.27, 0.92, -2.80], [-0.23, -1.13, -2.32], [-0.26, 0.32, -0.53], [-1.82, 2.25, -2.58], [-0.53, 0.19, -1.93], [0.15, -1.02, -0.14], [-0.67, -1.41, -3.96], [2.41, -1.28, 4.56], [2.92, -3.17, 2.89], [0.96, 0.48, 3.97], [1.86, -3.07, 0.74], [-0.26, 0.61, 1.96], [-1.81, 0.78, -4.82], [0.19, -2.93, -1.03], [0.45, 1.07, -0.28], [-1.18, 0.72, 0.03], [-1.51, 2.62, -1.54], [-2.84, 2.22, -2.58], [-1.56, 2.96, -3.34]], "lowdin_charge": [-0.07, -0.06, -0.03, 0.03, 0.00, -0.19, -0.31, 0.05, -0.35, -0.47, -0.06, 0.01, -0.03, 0.00, 1.08, 0.11, 0.15, 0.08, 0.08, 0.10, 0.11, 0.17, 0.14, 0.18, 0.12, 0.07, 0.10], "homo_lumo_gap_ev": 7.01, "relative_energy_ev": 0.000, "smiles": "Cc1cpc2n1C[N+](c1ccccc1)=C2", "homo_ev": -12.1, "charge": 1}



{"formula": "C12H12O2P", "method": "ωB97M-V with the def2-TZVPD basis set", "symbols": ["C", "C", "C", "C", "C", "C", "C", "C", "C", "C", "C", "C", "O", "O", "P", "H", "H", "H", "H", "H", "H", "H", "H", "H", "H", "H", "H"], "xyz": [[-2.03, 1.99, 1.61], [-2.27, 1.45, 0.35], [-0.72, 2.17, 2.00], [-1.19, 1.07, -0.44], [0.35, 1.98, 1.15], [0.12, 1.37, -0.09], [-0.87, -1.83, -0.19], [-0.02, -1.68, 0.96], [-0.33, -1.97, -1.40], [1.24, -1.26, 0.78], [1.12, -1.97, -1.64], [1.87, -1.13, -0.54], [1.13, 0.99, -2.63], [2.81, 1.66, -0.76], [1.58, 0.98, -1.19], [-2.95, 2.19, 2.14], [-3.27, 1.26, -0.02], [-0.63, 2.33, 3.07], [-1.25, 0.59, -1.39], [1.32, 2.02, 1.69], [-1.95, -1.99, -0.23], [-0.42, -1.63, 1.86], [-1.01, -2.21, -2.18], [1.82, -0.79, 1.54], [1.37, -2.99, -1.46], [1.29, -1.40, -2.60], [2.92, -1.18, -0.37]], "lowdin_charge": [-0.12, -0.09, -0.14, -0.11, -0.09, -0.25, -0.15, -0.12, -0.16, -0.14, -0.20, -0.23, -0.39, -0.38, 0.48, 0.09, 0.09, 0.09, 0.09, 0.12, 0.10, 0.04, 0.09, 0.09, 0.09, 0.11, 0.08], "homo_lumo_gap_ev": 7.14, "relative_energy_ev": 0.000, "smiles": "O=[P@@]([O-])(c1ccccc1)[C@H]1C=CC=CC1", "homo_ev": -3.7, "charge": -1}



{"formula": "C12H12OS", "method": "ωB97M-V with the def2-TZVPD basis set", "symbols": ["C", "C", "C", "C", "C", "C", "C", "C", "C", "C", "C", "C", "O", "S", "H", "H", "H", "H", "H", "H", "H", "H", "H", "H", "H", "H"], "xyz": [[2.88, 1.21, -1.99], [2.82, 1.66, -0.70], [2.42, -0.11, -2.25], [2.22, 0.83, 0.42], [1.89, -0.88, -1.19], [1.77, -0.37, 0.03], [-2.37, -0.42, 1.26], [-1.82, -0.27, 0.21], [-4.18, -0.79, 2.87], [-2.86, -0.80, 2.56], [-1.18, 1.60, -1.23], [-1.39, 0.13, -1.14], [-0.39, 2.13, -1.94], [0.74, -2.43, 1.74], [3.35, 1.79, -2.76], [3.29, 2.58, -0.52], [2.62, -0.65, -3.23], [2.31, 1.25, 1.35], [1.47, -1.87, -1.43], [-4.51, -1.29, 3.78], [-4.84, -0.32, 2.25], [-2.21, -1.16, 3.33], [-1.58, 2.20, -0.36], [-0.31, -0.30, -1.18], [-1.89, -0.48, -1.86], [1.74, -3.24, 1.99]], "lowdin_charge": [-0.09, -0.03, -0.05, -0.02, -0.17, -0.10, -0.05, -0.05, 0.03, -0.17, -0.28, -0.14, 0.07, 0.35, 0.10, 0.09, 0.13, 0.08, 0.11, 0.06, 0.03, 0.08, 0.14, 0.11, 0.12, -0.34], "homo_lumo_gap_ev": [7.04, 7.05], "relative_energy_ev": 4.742, "homo_ev": [-8.9, -8.9], "charge": 0}



{"formula": "C12H13AgIO5S", "method": "ωB97M-V with the def2-TZVPD basis set", "symbols": ["O", "C", "I", "C", "C", "C", "C", "C", "C", "C", "C", "C", "C", "C", "O", "S", "O", "O", "O", "H", "H", "H", "H", "H", "H", "H", "H", "H", "H", "H", "H", "H", "Ag"], "xyz": [[2.63, -3.53, 0.93], [2.50, -2.40, 1.27], [1.91, -1.95, 3.32], [2.79, -1.26, 0.21], [1.84, -0.05, 0.29], [0.43, -0.56, -0.18], [-0.76, -0.04, 0.64], [-2.07, -0.02, -0.12], [-3.16, 0.55, 0.49], [-4.34, 0.58, -0.18], [-4.49, 0.10, -1.45], [-3.42, -0.48, -2.06], [-2.24, -0.54, -1.38], [2.32, 0.88, -0.83], [1.50, 2.05, -0.60], [1.83, 2.37, 0.95], [3.08, 3.01, 1.06], [0.77, 2.93, 1.68], [1.91, 0.77, 1.44], [3.90, -0.96, 0.19], [2.61, -1.73, -0.76], [0.30, -0.22, -1.20], [0.39, -1.65, -0.25], [-0.54, 0.99, 0.93], [-0.88, -0.59, 1.58], [-3.11, 0.96, 1.49], [-5.19, 1.03, 0.31], [-5.43, 0.13, -1.98], [-3.47, -0.88, -3.07], [-1.39, -1.00, -1.87], [3.37, 1.18, -0.75], [2.19, 0.54, -1.85], [4.25, -0.22, 1.76]], "lowdin_charge": [0.05, -0.79, 0.99, -0.16, -0.53, -0.10, -0.11, -0.22, -0.04, -0.08, -0.08, -0.07, -0.06, -0.14, -0.13, 0.64, -0.20, -0.16, -0.25, 0.10, 0.15, 0.11, 0.13, 0.10, 0.12, 0.12, 0.12, 0.11, 0.11, 0.10, 0.13, 0.16, 0.86], "homo_lumo_gap_ev": 5.89, "homo_ev": -11.6, "charge": 1}



{"formula": "C12H13AsF6NO6RuS4", "method": "ωB97M-V with the def2-TZVPD basis set", "symbols": ["Ru", "F", "C", "F", "F", "S", "O", "O", "N", "S", "O", "O", "C", "F", "F", "F", "O", "C", "O", "C", "C", "C", "C", "C", "C", "S", "H", "H", "H", "H", "C", "As", "C", "C", "S", "H", "H", "H", "H", "H", "H", "H", "H", "H"], "xyz": [[0.44, -0.71, 0.68], [3.78, -0.65, -2.72], [2.95, -0.57, -1.70], [1.71, -0.84, -2.12], [2.95, 0.70, -1.24], [3.45, -1.71, -0.33], [2.70, -1.24, 0.84], [4.86, -1.60, -0.30], [2.93, -3.10, -0.82], [1.66, -3.76, -0.11], [0.50, -2.86, -0.02], [1.96, -4.52, 1.05], [1.18, -4.94, -1.44], [0.01, -5.48, -1.10], [2.09, -5.89, -1.54], [1.05, -4.32, -2.60], [-1.80, 2.17, 0.36], [-1.80, 0.97, 0.12], [-0.80, 0.34, -0.48], [-2.97, 0.11, 0.42], [-4.23, 0.37, -0.10], [-5.29, -0.49, 0.17], [-5.08, -1.61, 0.97], [-3.83, -1.87, 1.50], [-2.76, -1.02, 1.22], [-1.18, -1.44, 1.89], [-4.38, 1.26, -0.70], [-6.27, -0.29, -0.24], [-5.90, -2.29, 1.18], [-3.67, -2.75, 2.12], [2.81, 3.47, 0.62], [0.97, 2.88, 0.55], [0.56, 2.97, -1.32], [0.02, 4.27, 1.46], [0.95, 1.12, 1.84], [2.83, 4.56, 0.66], [3.33, 3.13, -0.27], [3.29, 3.06, 1.50], [1.23, 3.72, -1.73], [-0.48, 3.27, -1.42], [0.71, 2.00, -1.78], [0.12, 5.20, 0.91], [0.45, 4.38, 2.46], [-1.03, 3.98, 1.54]], "lowdin_charge": [0.72, 0.17, -0.67, 0.12, 0.10, 0.60, -0.42, -0.23, -0.28, 0.65, -0.45, -0.23, -0.69, 0.15, 0.16, 0.16, 0.01, -0.61, -0.25, -0.16, -0.02, -0.07, -0.08, -0.11, -0.52, 0.75, 0.12, 0.10, 0.11, 0.10, -0.25, 0.85, -0.21, -0.24, 0.30, 0.04, 0.03, 0.03, 0.05, 0.04, 0.03, 0.05, 0.04, 0.03], "homo_lumo_gap_ev": [7.63, 6.71], "relative_energy_ev": 0.697, "homo_ev": [-8.4, -8.5], "s_squared": 0.7606, "charge": 0, "multiplicity": 2}